Run i
The following is a quantum chemistry calculation of 2 unconnected molecules or ions with the total composition C5H11NO, from the Open Molecules 2025 dataset.

Element x y z (Å)
1 C 2.6008 -0.0407 -0.3274
2 N 1.5159 -0.6527 -0.0232
3 C 0.5412 0.0439 0.8823
4 O 1.0580 0.8698 1.6433
5 C -0.7466 -0.1523 0.4409
6 C -1.2776 -1.2943 -0.3811
7 C -1.7546 0.8810 0.8560
8 H 0.9295 1.4771 -1.4980
9 H 3.2017 -0.3651 -1.1695
10 H 2.8345 0.8377 0.2672
11 H 1.2099 -1.4397 -0.5830
12 H 0.2992 1.2006 -1.1925
13 H -2.0932 -1.7928 0.1587
14 H -0.5553 -2.0847 -0.6192
15 H -1.7061 -0.9467 -1.3321
16 H -2.4086 1.1395 0.0111
17 H -2.4024 0.5315 1.6706
18 H -1.2462 1.7878 1.1959

Results
E_LUMO (alpha / beta) = -0.154 / -0.156 eV
total charge = 0
molar mass = 101.15 u
2S+1 = 1

natural (NBO) population analysis, charges in e, atoms 1 to 4: atom 1 (C): -0.0124, atom 2 (N): -0.4499, atom 3 (C): 0.5011, atom 4 (O): -0.7130

***

Run ii
The following is a quantum chemistry calculation of 2 unconnected molecules or ions with the total composition C5H11NO, from the Open Molecules 2025 dataset.

Element x y z (Å)
1 C 0.2837 1.8759 -0.6328
2 C -0.6121 1.0921 0.2547
3 C -0.7935 -0.4070 -0.2077
4 C -1.5355 -1.2661 0.7997
5 O -0.7958 -0.6728 -1.3961
6 H 1.3428 1.1072 -0.7277
7 H -0.1005 1.9690 -1.6443
8 H 0.6165 2.8242 -0.2241
9 H -1.6473 1.4435 0.2014
10 H -0.2740 1.1097 1.2915
11 H -0.9860 -1.3068 1.7459
12 H -1.6514 -2.2758 0.4105
13 H -2.5265 -0.8559 0.9848
14 C 1.6022 -1.0524 0.2052
15 N 2.1006 -0.2017 -0.6368
16 H 1.7822 -0.8620 1.2579
17 H 1.2801 -2.0541 -0.0777
18 H 1.9145 -0.4673 -1.6045

Results
E_LUMO = 0.301 eV
total charge = 0
molar mass = 101.15 u
SMILES string = CCC(C)=O.C=N
2S+1 = 1

natural (NBO) population analysis, charges in e, atoms 1 to 4: atom 1 (C): -0.6427, atom 2 (C): -0.5178, atom 3 (C): 0.6046, atom 4 (C): -0.7274

***

run ii wins, 13.6 kcal/mol ahead of the next structure.